Record 1
54
Properties=species:S:1:pos:R:3:forces:R:3:nbo_charge:R:1 method="wB97M-V/def2-TZVPD" relative_energy_kcal_mol=2.9 total_charge=+1 smiles="CCCCc1cn([C@@H](CCCC[NH3+])C(=O)N2CCNCC2)nn1" homo_energy_ev=-11.547 total_energy_ev=-28077.7053
C -6.833163 -1.837908 -0.228458 0.0087 0.1479 0.1977 -0.61
C -6.202842 -1.120452 0.959142 0.1571 -0.1930 -0.0675 -0.39
C -4.695265 -0.920084 0.813091 -0.3207 0.1998 -0.0023 -0.38
C -4.335971 0.051719 -0.319899 -0.0014 -0.2715 0.2291 -0.44
C -2.873583 0.293236 -0.352488 0.3694 -0.4928 -0.4893 0.11
C -1.856890 -0.486568 -0.880991 -0.4177 0.4327 0.2514 -0.05
N -0.716110 0.177588 -0.603120 -0.7390 -0.1860 0.0047 -0.14
C 0.630748 -0.219488 -0.927555 0.6335 0.0143 -0.0560 -0.13
C 1.313812 0.783011 -1.889843 -0.2040 0.0627 0.0103 -0.38
C 1.301847 2.259433 -1.484992 0.1348 -0.1155 -0.0452 -0.43
C 2.237113 2.619765 -0.317714 -0.1718 0.1101 -0.0317 -0.42
C 1.572127 3.516893 0.721498 0.5818 0.1749 -0.2556 -0.22
N 0.598595 2.740594 1.515281 -0.3172 -0.1489 0.2349 -0.74
C 1.424281 -0.464212 0.373168 -0.2373 -0.1316 -0.1420 0.70
O 1.118848 0.127663 1.405846 -0.0759 0.0070 0.0507 -0.70
N 2.423242 -1.348145 0.331442 0.0591 -0.0992 0.1725 -0.41
C 2.975033 -2.045424 -0.812719 0.3847 0.0578 -0.4682 -0.24
C 4.437677 -1.588263 -1.021023 -0.3031 -0.2430 -0.1129 -0.23
N 5.250916 -1.766726 0.155158 0.2818 -0.1379 -0.0079 -0.60
C 4.652462 -1.141197 1.311918 -0.2884 -0.1889 0.1896 -0.23
C 3.201320 -1.598930 1.537990 0.3467 0.3386 0.4475 -0.25
N -1.022548 1.291600 0.056528 0.2977 -0.0391 -0.0593 -0.13
N -2.294509 1.366379 0.212553 -0.3681 0.2442 0.1557 -0.21
H -6.774549 -1.235939 -1.131716 -0.0281 0.0069 -0.1481 0.20
H -6.334877 -2.787918 -0.410236 0.0305 -0.1233 -0.0647 0.20
H -7.882404 -2.037901 -0.028338 -0.1016 -0.0501 -0.0766 0.22
H -6.683707 -0.150106 1.096699 -0.0257 0.0335 0.1027 0.20
H -6.381609 -1.708413 1.861605 -0.0510 0.0794 0.0413 0.21
H -4.216734 -1.884935 0.627266 0.0706 -0.0349 0.0467 0.19
H -4.297046 -0.523107 1.749852 0.0911 -0.0429 -0.0098 0.21
H -4.841475 1.003469 -0.154466 -0.0293 0.0133 -0.1035 0.23
H -4.654311 -0.361408 -1.277321 -0.0749 0.1038 -0.0235 0.22
H -1.878335 -1.412649 -1.414402 0.0630 -0.2351 -0.1391 0.24
H 0.532529 -1.175096 -1.452127 -0.0413 0.1923 0.0907 0.24
H 2.344529 0.460805 -2.041303 0.0364 -0.0758 -0.0542 0.22
H 0.799903 0.700895 -2.850610 0.0537 -0.0957 0.0106 0.23
H 0.279757 2.560765 -1.258613 0.0777 0.0652 -0.1526 0.22
H 1.602768 2.826616 -2.366566 -0.0563 0.0321 0.0114 0.23
H 2.592935 1.719540 0.181463 0.1574 0.0102 0.0463 0.21
H 3.116182 3.136719 -0.701310 0.0294 0.0034 0.0676 0.24
H 1.049628 4.339914 0.231073 -0.0277 -0.0286 0.1024 0.22
H 2.329332 3.936144 1.387823 -0.1643 -0.0035 0.0298 0.22
H 1.053783 1.930729 1.965357 -0.1725 0.2972 -0.0574 0.46
H -0.141051 2.224425 0.869558 0.4529 0.2657 0.3355 0.45
H 0.120738 3.313063 2.210076 0.0725 -0.0800 -0.0529 0.42
H 2.961510 -3.119539 -0.594665 -0.0487 0.0684 -0.0784 0.21
H 2.401013 -1.869304 -1.718717 -0.0737 -0.0079 0.0145 0.21
H 4.448803 -0.522046 -1.272456 -0.0545 -0.0253 -0.0933 0.19
H 4.877182 -2.142815 -1.850295 -0.0275 0.0534 -0.0430 0.22
H 5.428490 -2.750311 0.328172 0.0503 0.0541 -0.0238 0.36
H 4.670280 -0.058130 1.151138 -0.0280 0.0100 0.1023 0.19
H 5.251927 -1.368581 2.193006 -0.0162 0.0734 0.0223 0.22
H 3.176507 -2.672595 1.747898 -0.0148 0.0303 -0.0198 0.20
H 2.741168 -1.062789 2.367357 0.0398 -0.1322 -0.0895 0.25

Record 2
22
Properties=species:S:1:pos:R:3:forces:R:3:nbo_charge:R:1 method="wB97M-V/def2-TZVPD" relative_energy_kcal_mol=176.2 total_charge=0 homo_energy_ev=-7.545 total_energy_ev=-10536.9778
C 2.895320 0.218811 -0.550506 -0.2498 -0.0131 -1.5142 -0.75
C 1.538867 -0.339696 -0.537534 -1.2789 0.6449 1.4496 0.48
C -0.203597 -0.483819 -0.556022 0.9338 0.9409 -1.5726 0.07
C -0.651335 0.461884 -1.633117 0.5265 1.2329 -0.5156 -0.65
C 0.516686 -0.723597 1.862511 0.9889 -0.8834 -0.6496 -0.58
C 0.625372 0.074978 0.543302 -0.5806 -0.7005 0.4479 -0.42
H 3.474695 -0.215285 0.254054 0.1467 -0.1570 0.4386 0.28
H 3.390795 0.057174 -1.507977 0.2061 -0.0133 0.1788 0.24
H 2.826517 1.307493 -0.366141 -0.0376 -0.3829 0.1306 0.28
H -0.449276 -1.537950 -0.561666 -0.3018 0.2699 0.2375 0.28
H -0.497045 0.097910 -2.651876 0.0071 -0.1807 0.2295 0.23
H -1.664666 0.867108 -1.584025 -0.1903 -0.9073 0.5338 0.32
H -0.083066 1.406127 -1.499682 0.1327 -0.4583 -0.3075 0.19
H -0.133084 -1.580738 1.677442 -0.0202 0.1514 0.0564 0.24
H 1.513006 -1.124772 2.060223 -0.0222 -0.0333 0.4456 0.20
H 0.745014 1.162211 0.594108 -0.6308 -0.0678 0.3940 0.27
H -2.801901 1.249360 1.555959 -0.2205 0.0600 0.4044 0.45
H 0.157306 -0.229753 2.750919 -0.1167 0.6893 -0.1954 0.25
O -2.382509 1.325620 0.704600 0.1604 -0.3999 -0.7321 -1.08
H -3.348700 -1.578354 -0.348210 -0.2380 0.1425 0.2293 0.45
H -2.699305 0.404378 0.197401 0.1663 0.4405 0.7402 0.51
O -2.769089 -0.819090 -0.403757 0.6189 -0.3746 -0.4293 -1.24

Record 3
158
Properties=species:S:1:pos:R:3:forces:R:3:mulliken_charge:R:1 method="wB97M-V/def2-TZVPD" relative_energy_kcal_mol=50.2 total_charge=0 smiles=COC[C@H](C)N.COC[C@H](C)N.COC[C@H](C)N.COC[C@H](C)N.COCCNCCOC.COCCNCCOC.COCCNCCOC.CCO.CCO homo_energy_ev=-7.965 total_energy_ev=-76035.6971
C 0.492936 -2.735586 3.591760 -0.1589 0.5754 -0.9937 -0.33
O 1.730623 -3.278248 3.160690 0.0939 -0.0566 -0.9611 -0.49
C 1.931230 -3.142772 1.731185 1.3953 -0.3297 0.9018 -0.12
C 3.421559 -3.505430 1.496477 -0.1038 0.4775 -0.0439 0.33
C 4.436351 -2.445662 1.889789 -0.6813 0.7527 0.7619 -1.45
N 3.686484 -3.731894 0.067622 0.2039 -0.9186 0.1979 -0.60
H 0.420796 -2.615133 4.672674 0.4495 -0.1323 -0.0921 0.29
H -0.360092 -3.320505 3.247800 -0.0737 -0.3372 0.0126 0.44
H 0.401722 -1.769649 3.095022 -0.2460 0.3229 0.4291 -0.14
H 1.321314 -3.815760 1.128538 -0.3350 -0.3400 0.2341 0.40
H 1.739051 -2.146004 1.334176 -0.1558 0.4238 0.3873 -0.20
H 3.609438 -4.399958 2.090299 0.0256 -0.1418 0.0900 0.38
H 4.288141 -2.133756 2.923650 0.3469 -0.3695 0.1993 0.13
H 4.302202 -1.509327 1.348135 -0.1870 -0.0884 -0.4473 0.23
H 5.457339 -2.770763 1.689815 0.0246 -0.1397 0.3331 0.51
H 4.693538 -3.713439 -0.007233 0.3184 0.3898 -0.3271 0.27
H 3.526623 -4.711454 -0.119485 -0.5924 -0.3172 -0.3270 0.22
C -3.592812 -2.205959 -5.815667 0.1868 -1.0808 0.7322 -0.80
O -3.661749 -2.517264 -4.396384 0.5747 0.8589 -0.9780 -0.26
C -3.337479 -3.863238 -4.088216 -0.8849 0.0390 0.3857 -1.19
C -3.064258 -3.998387 -2.562135 0.9364 0.0661 -0.8978 1.39
C -1.819095 -3.229442 -2.189856 0.3192 0.7391 -0.6386 -1.00
N -2.852773 -5.399203 -2.234807 -0.5368 -0.6970 0.0138 -0.83
H -3.553192 -1.139458 -6.037287 -0.3296 -0.0043 0.6267 0.26
H -4.422615 -2.689569 -6.331081 -0.2753 0.1832 -0.0694 0.32
H -2.690500 -2.628339 -6.257853 0.2864 -0.1132 0.1183 0.31
H -4.167772 -4.491794 -4.410130 -0.3405 -0.2763 0.3168 0.50
H -2.509246 -4.238788 -4.689121 0.6394 0.2219 0.1231 0.39
H -3.890696 -3.602474 -1.971932 -0.2769 -0.1467 -0.2518 -0.29
H -1.621554 -3.285158 -1.119359 -0.0838 0.4320 -0.0248 0.23
H -1.865518 -2.221020 -2.600992 -0.1630 0.3803 0.6938 0.12
H -0.936374 -3.611267 -2.702805 0.0592 -0.5667 -0.0799 0.24
H -2.657374 -5.477382 -1.246975 -0.2699 0.0170 0.3142 0.32
H -1.980160 -5.700206 -2.644736 0.1449 -0.0628 -0.3911 0.31
C 3.414059 -4.220730 -5.048738 -0.1630 0.1438 0.2459 -0.85
O 2.700673 -3.366293 -4.152902 0.4882 -0.3355 -0.4447 -0.32
C 3.592577 -2.532083 -3.407444 -0.6785 -0.4230 0.3704 -1.15
C 2.672696 -1.624313 -2.563001 -0.4208 -0.1839 -0.2211 3.02
C 3.426780 -0.586761 -1.782206 1.0295 0.1407 -0.2690 -1.27
N 1.745509 -2.363272 -1.679349 0.4917 0.3983 -1.0213 0.07
H 4.017739 -3.629264 -5.737091 0.1390 0.0934 -0.0898 0.30
H 2.739567 -4.841529 -5.638461 -0.3264 0.2949 0.1890 0.24
H 4.064743 -4.906274 -4.505835 0.1947 0.0174 0.1806 0.33
H 4.264710 -3.162870 -2.825683 0.1148 -0.0655 0.3251 0.59
H 4.204040 -1.942576 -4.090591 0.0775 0.2674 -0.1508 0.38
H 2.116791 -1.157968 -3.376379 -0.4902 0.3429 0.4196 -1.85
H 3.881975 -1.016092 -0.889704 0.0176 -0.1323 0.0178 0.02
H 2.906953 0.320448 -1.474241 -0.3602 -0.2760 -0.2496 0.10
H 4.235959 -0.288944 -2.449024 0.3159 0.4100 0.2425 0.57
H 2.373231 -2.801888 -1.020814 0.1442 -0.2204 0.5460 -0.38
H 1.449269 -3.132869 -2.262500 -0.6619 -0.3018 -0.0096 0.24
C 4.635643 2.547799 -6.691007 -0.4444 0.0038 0.8230 -0.74
O 3.876186 2.277425 -5.490951 0.2839 0.7885 -1.3757 -0.36
C 3.459114 0.938362 -5.464003 -0.7740 -0.1432 1.7307 -0.44
C 1.964574 0.637572 -5.818456 0.6404 -0.6499 -1.5431 0.72
C 0.919897 1.037627 -4.794443 0.1912 0.1404 0.6413 -1.01
N 1.843426 -0.807783 -6.058720 -0.4059 -0.1431 0.4451 -0.66
H 4.024941 2.413175 -7.583762 0.0733 -0.5133 -0.1174 0.27
H 5.496588 1.884453 -6.608271 0.1841 0.0846 -0.7346 0.30
H 4.957680 3.587751 -6.744878 0.0080 -0.0144 0.5591 0.26
H 4.133529 0.220704 -5.931158 0.0533 0.3212 -1.0688 0.60
H 3.662184 0.664299 -4.428752 -0.6559 -0.2302 0.5413 -0.15
H 1.751334 1.070397 -6.795852 0.0076 0.4447 -0.0350 0.55
H 1.372820 0.739228 -3.848968 -0.3173 0.4635 0.4589 -0.23
H -0.046076 0.534429 -4.836858 0.2752 -0.5848 -0.5666 0.48
H 0.600417 2.079645 -4.779356 0.7322 0.2041 0.0838 0.20
H 2.480028 -1.176584 -6.750688 0.1545 0.2484 -0.1302 0.32
H 2.030073 -1.305776 -5.200078 -0.1196 -0.3515 -0.0116 -0.04
C -2.499156 3.535093 -0.335742 0.2793 -0.2552 -0.7079 -0.93
O -3.778115 4.140513 -0.421543 0.5297 -0.3673 -0.6057 -0.37
C -4.576960 3.424688 -1.342968 -0.9391 0.0616 0.0630 -0.55
C -5.900383 4.145505 -1.691458 0.7888 0.0460 0.2008 -0.94
N -6.469876 4.909068 -0.591338 0.3792 -0.6906 -0.0852 -0.29
C -6.713329 4.009637 0.534945 -0.3315 0.9241 0.8805 -0.47
C -7.152094 4.755164 1.819487 0.5505 0.4883 -0.9197 -0.73
O -6.239334 5.840881 2.020403 -0.3511 0.5860 0.7599 -0.25
C -6.515486 6.716092 3.153792 0.0724 -1.8392 -0.2575 -0.80
H -1.748987 4.254861 -0.008216 -0.2817 -0.0377 0.4133 0.40
H -2.148117 3.164787 -1.298936 -0.0449 0.4617 -0.6811 0.30
H -2.456460 2.587204 0.200704 -0.4130 0.1744 0.9590 0.47
H -4.843003 2.449521 -0.935082 0.0675 -0.2660 0.3484 0.27
H -4.053314 3.189193 -2.269477 0.3012 0.2696 -0.1801 0.56
H -6.611885 3.369939 -1.974941 0.0030 -0.4427 -0.4360 0.40
H -5.786822 4.824115 -2.536855 0.1904 0.0013 -0.0328 0.39
H -7.328787 5.225250 -1.018433 -0.4664 0.3808 0.6808 0.25
H -5.810382 3.457500 0.795607 0.1828 0.3200 -0.2097 0.27
H -7.462151 3.246253 0.323750 -0.3705 -0.2312 -0.1175 0.44
H -7.159662 3.991690 2.597405 0.2478 0.1706 0.5793 0.38
H -8.173434 5.127648 1.740635 -0.2231 0.1956 -0.1476 0.36
H -6.680962 6.040704 3.993180 -0.1168 0.1906 0.4401 0.32
H -7.392418 7.356604 3.059891 -0.1223 -0.0337 -0.4661 0.29
H -5.645524 7.326045 3.397189 0.0688 -0.1337 -0.4774 0.23
C -6.200312 -3.364459 0.906557 0.5672 0.9469 0.6817 -0.73
O -5.008383 -2.673551 1.319813 0.2462 -0.6443 -0.2833 -0.32
C -4.651912 -1.644428 0.420682 0.1353 1.9773 0.8437 -0.62
C -3.273328 -0.977061 0.700026 1.0164 -0.4535 1.0610 0.02
N -3.033359 -0.136883 1.935036 -1.5012 -0.3370 -0.1922 -0.33
C -1.648970 0.285126 2.118706 -0.4580 -0.1366 -0.2425 2.07
C -1.388152 0.881093 3.505130 0.6588 -0.7414 -0.4005 -0.59
O -1.459770 -0.226102 4.398142 -0.4418 0.6237 1.2406 -0.28
C -1.024086 0.063384 5.732873 -0.1040 -0.6477 -0.2532 -0.55
H -7.040995 -2.682158 1.032306 -0.2754 0.0510 -0.2216 0.31
H -6.360857 -4.195400 1.593481 0.2288 -0.0666 -0.2114 0.24
H -6.131821 -3.680569 -0.134341 0.0083 -0.1925 -0.0364 0.26
H -5.355133 -0.818660 0.528775 -0.6090 0.1231 -0.0537 0.42
H -4.730861 -1.967511 -0.617337 0.3934 -0.1975 -0.1486 0.33
H -2.955556 -0.305092 -0.097213 -0.4883 -0.2563 -0.4414 -0.26
H -2.537396 -1.781097 0.695025 0.2587 -0.2294 -0.1015 0.18
H -3.297855 -0.627824 2.777131 -0.2300 -0.3190 -0.0292 0.34
H -1.413275 0.960160 1.295975 0.2444 0.1918 0.2391 -1.20
H -0.998924 -0.583428 2.013059 0.4084 0.0464 -0.0328 -0.80
H -2.033838 1.710708 3.793096 -0.4082 -0.1041 -0.0162 0.51
H -0.357063 1.227213 3.576941 0.2473 0.3484 -0.3893 0.19
H -1.271678 -0.831602 6.303649 0.2573 -0.0249 0.0377 0.30
H -1.475375 0.893026 6.277057 -0.6777 0.3213 -0.5567 0.37
H 0.043360 0.275953 5.791809 0.3086 -0.2512 -0.3134 -0.01
C 5.228656 -0.375136 10.097945 0.4195 -0.3227 -0.6173 -0.64
O 5.958238 -0.470307 8.875702 -0.0889 -1.4398 -0.7683 -0.38
C 5.625923 -1.718583 8.138936 -0.1120 1.1775 0.9364 -0.66
C 4.344638 -1.612168 7.345375 0.3284 -0.1603 -0.6735 -0.57
N 4.485316 -0.578050 6.324609 0.1004 0.6194 0.5096 -0.30
C 3.298591 -0.376271 5.512765 -0.0212 -0.8212 -0.4125 -0.52
C 3.637884 0.433461 4.271455 -0.4414 0.7851 0.1161 -0.75
O 2.468616 0.771467 3.521090 0.1885 -0.6389 0.6107 -0.13
C 2.792120 1.208884 2.239202 -0.8802 0.2356 -0.7972 -0.30
H 5.446334 -1.224077 10.746037 -0.0883 -0.2815 0.0326 0.28
H 4.165078 -0.354607 9.860264 -0.1830 0.2293 0.4269 0.26
H 5.574713 0.504718 10.640340 -0.2387 0.1670 -0.3127 0.25
H 5.557192 -2.544011 8.847486 -0.0293 -0.0322 0.2225 0.41
H 6.400735 -1.980157 7.418280 0.3622 0.5881 0.2574 0.36
H 3.448835 -1.471888 7.950303 -0.1590 -0.0710 0.2908 0.32
H 4.282850 -2.574677 6.837566 -0.3861 -0.1670 -0.0643 0.37
H 4.544773 0.272213 6.866469 0.7533 0.3588 0.0185 0.30
H 2.512911 0.104970 6.095184 -0.3770 0.1119 -0.1392 0.57
H 2.968059 -1.376937 5.234325 -0.3921 0.0239 -0.2977 0.00
H 4.380431 -0.063685 3.647305 -0.0150 -0.2285 0.0069 0.43
H 4.050692 1.397789 4.567699 0.5107 0.0768 0.2610 0.32
H 1.882279 1.605107 1.788322 -0.1757 -0.0291 0.0738 -0.09
H 3.092882 0.382403 1.595332 0.3871 -0.1213 -0.0492 0.04
H 3.508533 2.028675 2.186317 0.4143 -0.0449 0.3168 0.42
C 0.285595 1.522382 -0.982607 0.9644 -0.3965 0.4949 -0.42
C -0.475318 0.288488 -1.453085 0.2098 -0.2099 -0.1483 0.06
O -0.467168 -0.761805 -0.484877 -0.8933 1.0414 0.4148 0.52
H 1.255554 1.136306 -0.669212 0.2415 0.2437 0.0996 -0.49
H -0.129372 1.987669 -0.088507 -0.3376 -0.1761 0.0025 0.32
H 0.476394 2.330459 -1.688788 -0.3039 -0.2561 -0.4562 -0.08
H -0.064714 -0.162196 -2.356624 0.2151 0.4559 -0.2840 0.16
H -1.485242 0.608296 -1.709752 -0.3982 -0.4809 0.2657 0.36
H 0.310821 -1.311919 -0.601973 0.5082 -0.1977 -0.6652 -0.27
C 1.224177 6.586247 -3.067455 -0.5329 0.6626 -0.0971 -1.23
C 1.041694 5.172046 -2.482029 0.2510 1.3526 -0.7317 0.03
O 0.456940 4.426400 -3.548805 0.0903 -0.6509 0.6618 -0.46
H 1.956807 6.625310 -3.873570 0.3351 -0.3563 0.1164 0.31
H 1.428804 7.444498 -2.427432 0.3026 -0.3901 0.5587 0.40
H 0.303866 6.884783 -3.569455 -0.2880 -0.2494 0.0804 0.31
H 0.389036 5.141413 -1.609560 -0.2474 0.0497 -0.2667 0.16
H 2.008138 4.786484 -2.157324 0.0844 -0.3340 -0.0997 0.22
H 1.134169 4.372055 -4.227043 0.0268 -0.1244 -0.2037 0.27

no.,molecular weight (u),lowest unoccupied orbital energy (eV)
1,323.5,-2.0
2,118.2,-2.4
3,848.3,0.4